Entry 1:
Density functional theory data (ωB97M-V with the def2-TZVPD basis set) for a cluster of 5 separate species, C11H33O6 in total at a distorted geometry.

Structure (XYZ):
```
50
Properties=species:S:1:pos:R:3:lowdin_charge:R:1
O -0.4371 -0.0683 0.3530 0.153
H -0.3542 0.2888 1.3017 0.116
H -0.6373 0.6513 -0.3463 0.115
H 0.4365 -0.2869 -0.1169 0.101
C 0.8768 3.6349 0.6409 -0.173
C 1.0400 3.3192 -0.8531 -0.253
O 1.0466 4.5151 -1.5798 -0.048
O 0.6623 2.4015 1.3866 -0.110
H -0.0937 4.2510 0.7892 0.150
H 1.6547 4.2157 1.1058 0.119
H 0.2827 2.5457 -1.2777 0.128
H 1.9372 2.9240 -1.1263 0.079
H 0.9802 4.4131 -2.5245 0.090
H 1.0348 2.6437 2.2476 0.084
C 0.7279 -3.0487 -0.7126 -0.026
C 1.9098 -2.1886 -1.3870 -0.439
C 1.7873 -2.4404 -2.8878 -0.042
O 1.8233 -0.8203 -0.9257 -0.111
H -0.2803 -2.5111 -0.8114 0.071
H 0.7864 -3.0805 0.3613 0.038
H 0.8379 -4.0383 -1.2665 0.108
H 2.9888 -2.4644 -1.0128 0.167
H 2.6192 -1.7142 -3.3059 0.137
H 0.8609 -2.1726 -3.0344 -0.001
H 1.9890 -3.4673 -3.1099 0.084
H 2.7963 -0.5653 -0.9365 0.146
C -1.9649 -0.8042 -2.3398 -0.075
C -2.6636 0.5379 -2.3116 -0.508
C -4.1345 0.4641 -1.9913 -0.065
O -1.9468 1.3849 -1.3489 -0.122
H -2.4214 -1.2050 -3.1257 0.022
H -2.3223 -1.6254 -1.5837 0.123
H -0.7934 -0.4670 -2.2385 0.138
H -2.5306 0.7748 -3.4083 0.154
H -4.5793 -0.3911 -2.8112 0.164
H -4.7568 1.3963 -1.9987 0.087
H -4.2199 0.0429 -0.9658 0.083
H -2.3920 2.2944 -1.5208 0.161
C 0.2194 -2.0283 3.4739 -0.052
C 0.2907 -0.5813 3.8846 -0.478
C 1.6818 0.0080 3.9433 -0.087
O -0.5654 0.2716 3.0491 -0.124
H 1.0347 -2.4616 4.0034 0.078
H 0.7099 -2.3361 2.5576 0.062
H -0.7852 -2.3378 3.4484 0.077
H -0.0041 -0.5087 5.0338 0.176
H 2.5822 -0.6365 4.6792 0.187
H 1.7003 1.0423 4.2968 0.064
H 2.1647 -0.0040 2.9540 0.062
H -1.5797 0.2329 3.3491 0.190
```

Electronic energy = -24215.346 eV
Maximum force = 0.1399 hartree/bohr
Charge = +1
2S+1 = 1

***

Entry 2:
Density functional theory data (ωB97M-V with the def2-TZVPD basis set) for a structure of composition C11H34INO5 at a distorted geometry.

Structure (XYZ):
```
52
Properties=species:S:1:pos:R:3:lowdin_charge:R:1
C -5.1799 -17.7590 -25.8378 -0.148
C -6.4274 -17.0374 -26.3762 -0.267
C -7.4471 -18.0983 -26.9564 -0.208
C -8.7397 -17.4248 -27.3936 -0.081
N -9.9976 -18.4001 -27.7558 -0.203
C -11.0513 -17.5708 -28.3448 -0.145
C -11.7973 -16.7792 -27.1769 -0.113
C -11.7946 -17.8332 -26.0239 -0.112
C -10.5579 -18.7104 -26.4146 -0.144
C -9.6365 -19.6033 -28.5483 -0.248
C -9.0483 -19.2182 -29.9077 -0.248
C -8.9966 -20.3898 -30.8423 -0.102
H -4.1739 -17.1166 -25.8644 0.119
H -5.0266 -18.8160 -26.3208 0.102
H -5.3766 -18.2596 -24.9089 0.045
H -6.1033 -16.2294 -27.1446 0.114
H -7.0857 -16.1560 -25.6062 0.184
H -7.6138 -18.8735 -26.2489 0.099
H -6.8827 -18.5410 -27.7258 0.082
H -8.7641 -16.6107 -28.2214 0.161
H -9.1691 -16.7377 -26.7445 0.076
H -11.8667 -18.0284 -28.8266 0.089
H -10.7643 -16.6146 -28.9384 0.160
H -12.6942 -16.3547 -27.5333 0.106
H -11.1118 -16.0205 -26.9745 0.069
H -12.6890 -18.4492 -25.9696 0.089
H -11.5770 -17.3649 -24.9995 0.134
H -10.7625 -19.8824 -26.6352 0.115
H -9.7484 -18.6995 -25.4671 0.184
H -10.3986 -20.2126 -28.8991 -0.112
H -8.8260 -20.2263 -27.9531 0.181
H -7.9612 -18.8132 -29.6800 0.140
H -9.8112 -18.4957 -30.3110 0.125
H -9.9512 -20.9757 -30.9311 0.085
H -8.2303 -21.0720 -30.5147 0.076
H -8.6853 -19.9504 -31.7649 0.068
I -12.6108 -21.1885 -28.7650 0.570
O -15.7107 -20.3784 -30.4245 -0.087
H -16.3618 -20.7643 -29.9593 -0.050
H -14.7916 -20.7727 -30.2636 -0.060
O -15.0835 -18.4226 -27.4809 -0.112
H -14.5110 -19.1694 -27.7724 -0.058
H -15.8521 -19.0293 -27.5316 0.045
O -12.6243 -21.2412 -25.1704 -0.140
H -11.9308 -21.9720 -25.1915 0.071
H -12.8425 -21.0364 -26.0917 -0.122
O -14.0111 -24.3786 -26.7534 -0.069
H -14.0571 -23.9795 -25.9697 -0.076
H -13.4629 -23.5803 -27.1805 0.032
O -12.2969 -23.6034 -30.4753 -0.134
H -12.5590 -23.0749 -29.9493 -0.442
H -12.2036 -22.9389 -31.3999 0.164
```

Electronic energy = -31780.012 eV
Maximum force = 0.3729 hartree/bohr
Charge = 0
2S+1 = 1

***

Entry 3:
Density functional theory data (ωB97M-V with the def2-TZVPD basis set) for a cluster of 5 separate species, C11H34N2O5 in total at a distorted geometry.

Structure (XYZ):
```
52
Properties=species:S:1:pos:R:3:lowdin_charge:R:1
C -19.2450 -14.9002 -0.2973 -0.217
O -18.1305 -14.2428 -0.6894 -0.104
H -19.0754 -15.6778 0.4475 0.079
H -19.9074 -14.1469 0.1291 0.085
H -19.6362 -15.4226 -1.1703 0.077
H -17.3690 -14.8069 -0.5360 0.080
C -17.9209 -12.3560 -6.3280 -0.184
O -18.4828 -11.7254 -5.1866 -0.105
H -18.4236 -12.2453 -7.2888 0.074
H -16.8926 -12.1794 -6.6432 0.069
H -17.9431 -13.4301 -6.1440 0.070
H -18.0291 -12.0763 -4.4167 0.075
C -25.5062 -12.1473 -6.5277 -0.173
O -24.8372 -12.1022 -5.2975 -0.132
H -24.7377 -12.2966 -7.2861 0.075
H -26.1507 -13.0176 -6.4041 0.083
H -26.0388 -11.2166 -6.7231 0.074
H -24.0279 -11.5908 -5.3687 0.073
C -16.1261 -19.2187 -2.4602 -0.059
C -14.8707 -18.3671 -2.8032 -0.372
C -13.9448 -18.0222 -1.5915 -0.164
O -14.6967 -17.5476 -0.4748 -0.215
C -14.2732 -18.0388 0.7280 -0.159
N -14.0636 -19.2504 -3.6635 0.005
H -15.8177 -20.2407 -2.2399 0.074
H -17.0230 -19.2333 -3.0793 0.073
H -16.5585 -18.7650 -1.5684 0.060
H -15.0824 -17.4368 -3.3302 0.135
H -13.2919 -17.1808 -1.8238 0.124
H -13.4070 -18.8727 -1.1726 0.111
H -15.0863 -17.8268 1.4223 0.091
H -13.3526 -17.5784 1.0867 0.088
H -14.1101 -19.1162 0.7530 0.086
H -14.3658 -19.0546 -4.6072 0.065
H -14.2417 -20.2326 -3.5100 0.059
C -27.1958 -5.5399 -12.6190 -0.051
C -26.5230 -5.7324 -11.1768 -0.419
C -25.5337 -6.9077 -11.1592 -0.169
O -24.6962 -6.7877 -9.9866 -0.211
C -23.4890 -7.4974 -9.7726 -0.105
N -25.6856 -4.6253 -10.8401 0.009
H -27.7657 -6.4481 -12.8150 0.063
H -26.5566 -5.3629 -13.4840 0.067
H -27.8036 -4.6351 -12.6055 0.063
H -27.3230 -5.6901 -10.4376 0.130
H -24.9127 -7.0000 -12.0503 0.127
H -26.1847 -7.7787 -11.2351 0.116
H -22.6555 -7.1482 -10.3821 0.082
H -23.4659 -8.5865 -9.8119 0.081
H -23.0669 -7.2528 -8.7979 0.083
H -25.1206 -4.9849 -10.0840 0.058
H -26.2127 -3.7913 -10.6238 0.076
```

Electronic energy = -25171.148 eV
Maximum force = 0.0595 hartree/bohr
Charge = 0
2S+1 = 1
SMILES = COC[C@H](C)N.COC[C@H](C)N.CO.CO.CO

***

Entry 4:
Density functional theory data (ωB97M-V with the def2-TZVPD basis set) for a cluster of 5 separate species, C11H34N2O5 in total at a distorted geometry.

Structure (XYZ):
```
52
Properties=species:S:1:pos:R:3:lowdin_charge:R:1
C -17.6907 -8.9817 5.0992 -0.054
C -17.3053 -9.9835 6.1240 -0.444
C -18.4448 -10.2899 7.1039 -0.207
O -18.0523 -11.2533 8.0646 -0.203
C -17.3371 -10.7744 9.2527 -0.061
N -16.9132 -11.2356 5.4738 0.045
H -18.3541 -9.4047 4.3448 0.093
H -16.7804 -8.5811 4.6530 0.072
H -18.2466 -8.2185 5.6438 0.082
H -16.4006 -9.6364 6.6232 0.142
H -19.3444 -10.7205 6.6642 0.135
H -18.6856 -9.3163 7.5309 0.116
H -17.3213 -11.5712 9.9964 0.086
H -17.7893 -9.8652 9.6487 0.082
H -16.3066 -10.5258 8.9988 0.076
H -16.6437 -11.8824 6.2012 0.089
H -17.7537 -11.6502 5.0974 0.095
C -7.9180 -11.3032 4.5876 -0.057
C -8.9714 -11.5672 3.5534 -0.488
C -10.2732 -10.7620 3.6887 -0.227
O -10.8328 -10.7357 4.9634 -0.190
C -11.2511 -12.0157 5.4066 -0.100
N -8.4768 -11.2607 2.2543 0.033
H -8.3651 -11.2817 5.5814 0.076
H -7.4005 -10.3567 4.4313 0.085
H -7.1313 -12.0563 4.6336 0.078
H -9.2341 -12.6193 3.6632 0.125
H -11.0202 -11.0709 2.9575 0.115
H -9.9788 -9.7341 3.4772 0.133
H -11.8833 -12.0381 6.2942 0.088
H -10.4551 -12.7299 5.6174 0.081
H -11.8563 -12.3486 4.5634 0.090
H -7.7415 -11.9360 2.1011 0.079
H -9.1520 -11.4248 1.5214 0.073
C -14.1291 -9.8769 3.7942 -0.177
O -14.9383 -10.9829 3.5054 -0.145
H -14.6912 -8.9606 3.6139 0.063
H -13.8690 -9.9619 4.8492 0.077
H -13.1971 -9.8659 3.2291 0.060
H -15.6280 -10.9747 4.1732 -0.008
C -12.6373 -7.5640 0.6977 -0.190
O -12.8658 -6.3983 -0.0314 -0.109
H -13.5264 -7.9646 1.1846 0.066
H -12.0455 -8.2632 0.1068 0.084
H -11.9963 -7.2761 1.5310 0.073
H -13.4695 -5.8262 0.4481 0.078
C -14.1105 -10.8545 -0.1160 -0.190
O -13.5545 -11.2306 -1.3317 -0.105
H -15.0542 -10.3205 -0.2272 0.087
H -14.4451 -11.6925 0.4954 0.072
H -13.3966 -10.2875 0.4816 0.051
H -12.6507 -11.5382 -1.2313 0.077
```

Electronic energy = -25172.877 eV
Maximum force = 0.0350 hartree/bohr
Charge = 0
2S+1 = 1
SMILES = COC[C@H](C)N.COC[C@H](C)N.CO.CO.CO

***

Number 2 is which compound?
C11H34INO5